The following is a DFT calculation (wB97M-V/def2-TZVPD) of a structure of composition C20H34BeCsFN2O7.

Its strongest force on any atom is 15.3 eV Å⁻¹. As for the total energy: -42251.9546 eV. The value obtained for the frontier orbital gap is 0.11579 hartree. The value obtained for the HOMO energy is -5.635 eV.

```
66
Properties=species:S:1:pos:R:3:mulliken_charge:R:1
C -4.62723 -0.92311 -1.28014 -1.827
C -3.13465 -0.92823 -1.54674 1.825
C -2.70898 -2.14810 -2.39157 -1.385
C -2.63385 0.26931 -2.33966 -0.539
C -2.91345 1.67384 -1.80323 -1.742
C -1.86038 2.06100 -0.80460 1.616
F -2.21623 3.39466 -0.48066 -0.465
C -1.71371 1.38201 0.54088 -1.634
C -0.24295 0.93207 0.50253 0.533
C 0.33218 1.55940 -0.65947 -1.237
N -0.53901 2.14877 -1.39272 -0.069
H -5.02416 -1.92547 -1.22683 0.457
H -4.85578 -0.47526 -0.32002 0.371
H -5.19023 -0.36366 -2.01811 0.323
H -2.59871 -1.06341 -0.61679 -0.437
H -3.24446 -3.05090 -2.15515 0.400
H -2.79299 -1.88655 -3.43986 0.294
H -1.65205 -2.20519 -2.17069 0.255
H -3.07979 0.17774 -3.32186 0.707
H -1.55941 0.14290 -2.44629 -0.116
H -2.80463 2.35257 -2.63994 0.446
H -3.91419 1.81772 -1.43006 0.482
H -1.79153 2.04061 1.39076 0.409
H -2.43306 0.59413 0.67322 0.405
H -0.28454 -0.12366 0.19702 -0.658
H 0.35678 0.89617 1.40452 0.876
H 1.37008 1.55599 -0.93277 0.958
H -0.30278 2.65623 -2.31231 0.517
O -0.39923 3.93059 -2.89269 -0.725
H -0.26011 4.71211 -2.31562 0.099
O 0.08057 -3.55873 -1.48292 -0.545
C 0.94778 -2.83713 -1.00959 0.147
C 0.64886 -2.70982 0.87835 -0.267
O 1.51803 -1.92808 1.20971 -0.324
H 0.97872 -1.76582 -1.29007 -0.117
H 2.00066 -3.18363 -1.03926 0.418
H 0.69870 -3.77815 1.16803 0.453
H -0.41984 -2.41529 0.89363 0.164
C 2.39567 0.67005 6.81895 -0.398
C 2.69288 0.05183 5.61370 -0.598
C 1.67479 -0.43969 4.81543 -0.042
C 0.37031 -0.29381 5.24644 0.278
C 0.05104 0.31617 6.44442 -0.529
C 1.07591 0.79898 7.23581 -0.398
N -0.71085 -0.78847 4.38507 1.029
O -0.38018 -1.34277 3.35894 -0.545
O -1.85832 -0.60766 4.73289 -0.640
H 3.19462 1.05787 7.43625 0.376
H 3.71798 -0.04375 5.28811 0.406
H 1.90229 -0.91412 3.87143 0.212
H -0.97657 0.41614 6.75763 0.453
H 0.84739 1.28094 8.17570 0.367
C 2.41701 0.73121 -3.84138 -1.670
C 3.21404 -0.49006 -3.46604 1.094
O 2.73378 -1.36924 -2.78652 -0.780
C 4.63307 -0.57986 -3.96680 -1.167
H 1.41493 0.65396 -3.41714 0.480
H 2.90509 1.61862 -3.43488 0.452
H 2.33133 0.81434 -4.93010 0.439
H 5.20918 0.25348 -3.56546 0.427
H 4.65479 -0.56004 -5.06072 0.434
H 5.07882 -1.51518 -3.62431 0.386
Cs 2.33633 -2.00398 -4.75049 0.918
Be 0.47937 4.50197 -0.83716 -0.164
O 2.69159 0.66679 1.48424 -0.915
H 2.16931 0.08865 0.91692 0.026
```